[1]
C5H10NdO3 | ωB97M-V with the def2-TZVPD basis set

Last column: Löwdin charge in e.
Geometry (Å):
O1 -3.28501 0.74768 -0.19313  -0.8490
C1 -0.43375 -2.12636 1.44830  -0.0361
C2 0.79947 -1.69924 1.14171  -0.2513
O2 1.17358 -1.52438 -0.14393  -0.1226
C3 2.32956 -0.72102 -0.38996  -0.1288
C4 1.92165 0.43816 -1.26741  -0.1526
O3 0.86335 1.14585 -0.61350  -0.4293
C5 0.79183 2.53245 -0.95429  -0.0502
Nd1 -1.22783 0.23032 -0.02434  1.7658
H1 -1.04987 -2.64703 0.71126  0.0866
H2 -0.81337 -1.95846 2.45540  0.0867
H3 1.44600 -1.23700 1.89523  0.1441
H4 3.05919 -1.34908 -0.91361  0.1543
H5 2.77339 -0.33079 0.53694  0.1446
H6 1.58696 0.09792 -2.25789  0.1518
H7 2.78139 1.10944 -1.39631  0.1512
H8 -0.08529 2.95054 -0.44860  0.0982
H9 1.70084 3.04049 -0.60756  0.1174
H10 0.68221 2.64958 -2.04078  0.1192

Computed properties:
- Spin multiplicity: 4
- E_tot: -983.30647 Eh
- Highest occupied orbital energy (spin up / spin down): -11.60 / -11.84 eV
- Net charge: +1
- LUMO (spin up / spin down): -4.3 / -4.2 eV



[2]
C5H10O | ωB97M-V with the def2-TZVPD basis set

Last column: Löwdin charge in e.
Geometry (Å):
C1 1.57668 -0.34478 0.20052  -0.0710
C2 0.27606 -0.23900 0.97020  -0.2441
C3 -1.04569 -0.32128 0.23074  -0.2356
C4 -1.03480 -0.77003 -1.21936  -0.0628
C5 -0.51319 1.00498 0.70370  -0.3286
O1 -0.13241 1.95466 -0.23734  -0.0054
H1 2.30880 0.33541 0.65633  0.0839
H2 2.00573 -1.34941 0.21649  0.0795
H3 1.46319 -0.04882 -0.84647  0.0735
H4 0.34078 -0.59872 1.99611  0.1308
H5 -1.96920 -0.44157 0.77632  0.1247
H6 -0.56550 -0.00424 -1.84137  0.0718
H7 -2.04442 -0.94409 -1.60173  0.0732
H8 -0.47614 -1.70616 -1.36504  0.0809
H9 -1.01472 1.42218 1.57956  0.1422
H10 0.82483 2.05086 -0.21868  0.0869

Computed properties:
- SMILES: C[C@@H]1[C@H](C)[C@@H]1O
- E_tot: -271.70238 Eh
- Highest occupied orbital energy: -9.48 eV
- Net charge: 0
- LUMO: 0.9 eV



[3]
C5H10O | ωB97M-V with the def2-TZVPD basis set

Last column: Löwdin charge in e.
Geometry (Å):
C1 0.78035 0.88616 -1.38769  -0.0761
C2 0.25601 0.40544 -0.03585  -0.4237
C3 -0.59233 1.46187 0.66642  -0.0687
C4 -0.53379 -0.87272 -0.23482  -0.2188
C5 -0.32338 -2.44787 1.36023  0.0571
O1 -0.96806 -1.35503 1.04038  -0.1682
H1 1.41555 0.13548 -1.87517  0.0803
H2 1.37463 1.79683 -1.26259  0.0810
H3 -0.05130 1.12124 -2.06461  0.0849
H4 1.11451 0.15278 0.60649  0.1456
H5 -0.00074 2.36589 0.84290  0.0805
H6 -0.96563 1.09800 1.62911  0.0794
H7 -1.45629 1.73833 0.04725  0.0872
H8 -1.41873 -0.76294 -0.86310  0.1374
H9 -0.23098 -3.03733 0.39398  0.0069
H10 0.15303 -1.62306 -0.68569  0.1153

Computed properties:
- E_tot: -271.61427 Eh
- Highest occupied orbital energy: -8.41 eV
- Net charge: 0
- LUMO: 0.5 eV



[4]
C5H10O | ωB97M-V with the def2-TZVPD basis set

Last column: Löwdin charge in e.
Geometry (Å):
C1 -1.02714 1.36494 1.25271  -0.1150
C2 0.19133 0.35805 1.02551  -0.1066
C3 0.78100 -0.33721 -0.49293  -0.2175
C4 0.76781 -1.79502 -1.06111  -0.0595
C5 -0.34170 0.38559 -1.06133  -0.3942
O1 -1.42710 -0.13602 -1.22053  0.0221
H1 -2.00251 1.00014 0.91461  0.0693
H2 -1.11687 1.52768 2.33932  0.0732
H3 -0.90333 2.37181 0.82676  0.0700
H4 1.06615 0.91145 1.36190  0.0872
H5 -0.01884 -0.48929 1.67090  0.0961
H6 1.77974 0.09778 -0.62701  0.1221
H7 0.05367 -2.44387 -0.56177  0.0709
H8 0.40726 -1.72961 -2.10342  0.0805
H9 1.74388 -2.29995 -1.12361  0.0708
H10 -0.14524 1.46339 -1.17211  0.1304

Computed properties:
- SMILES: CC[C@@H](C)C=O
- E_tot: -271.67207 Eh
- Highest occupied orbital energy: -9.30 eV
- Net charge: 0
- LUMO: 1.0 eV